[1]
The following is a quantum chemistry calculation of C18H12Cl56GaO as an isolated structure in a non-equilibrium geometry, from the OMol25 dataset.

F_max, eV/A: 2.86
2S+1: 1
Net charge: -1
Orbital gap, eV: 5.9103

```
88
Properties=species:S:1:pos:R:3:mulliken_charge:R:1
Cl -3.22382 15.26709 0.85124 -0.097
Cl 0.25156 -9.02782 -1.39227 -0.111
Cl 3.80809 -1.54217 -7.08017 -0.095
C 1.18837 2.39928 8.46726 0.310
Cl 5.46121 -14.14410 1.04889 -0.105
Cl -1.24006 6.48338 -3.14738 0.098
Cl 2.59573 -2.24458 -0.90262 -0.089
Cl -2.11807 8.09319 -5.40631 -0.136
Cl 1.71442 8.24024 -1.87591 -0.105
H 0.03420 -0.37617 -2.02047 -0.165
C -5.09517 11.63006 -5.39217 0.252
H 0.76519 3.15585 -5.37385 0.236
C -0.34976 1.28935 2.29539 0.168
Cl 2.49258 1.52120 9.30539 -0.094
C -0.89993 1.53746 -4.89628 -0.396
Cl 5.79388 -12.54752 3.45844 -0.094
Cl 1.04697 -4.21731 8.13813 -0.045
Cl -2.33501 -3.66141 3.81495 -0.065
C 2.26153 -2.91845 8.25027 0.253
Cl -4.31874 13.57088 -1.24380 -0.055
Cl -6.08218 14.73179 0.75815 -0.098
Cl -0.04887 -0.13987 1.27498 0.058
Cl 1.19209 5.42451 -1.36185 0.045
Ga 0.55240 1.14121 -2.30233 0.006
Cl 3.44650 -8.94422 7.01059 -0.084
Cl -0.58402 2.72002 1.25947 0.014
Cl 3.78681 6.56604 -0.70632 -0.107
C -2.60905 7.38333 -3.84763 0.179
Cl -0.60968 -6.38190 -2.24260 0.053
Cl 1.32083 -2.91959 -6.46250 -0.083
H -1.19703 5.09677 -7.65399 0.198
Cl 0.74810 -7.86205 7.12325 -0.052
C 4.85185 -13.85472 2.69805 0.299
C 0.03069 -10.74182 2.71571 0.250
H -0.08531 5.06849 -6.12160 0.209
H -2.01086 1.92077 -2.88664 0.276
Cl 3.13527 -13.38339 2.62264 0.009
Cl -4.12928 10.15230 -5.63245 0.003
Cl 0.60273 -12.42093 2.88217 -0.118
C -1.93648 -3.97587 5.52290 0.172
Cl 1.44280 7.28679 0.85947 -0.109
C 1.26236 -3.31289 -1.40778 0.095
Cl 1.61299 -1.43333 7.50988 0.019
Cl -3.36805 -3.65825 6.53492 -0.113
Cl -6.82768 11.23447 -5.51978 -0.107
Cl 1.04604 1.55633 3.37002 -0.127
Cl -1.54616 -8.74269 -3.66214 -0.106
Cl -1.68988 -10.65269 3.17013 -0.113
Cl 3.43482 -4.30864 -7.90020 -0.110
Cl 0.98297 -9.68123 3.78471 -0.025
Cl 2.81853 -6.79200 8.86509 -0.077
Cl 1.75898 -5.01334 -1.21719 -0.099
C -4.61963 15.00011 -0.22339 0.353
H -0.39833 0.47931 -4.81549 0.045
C -1.10167 -8.08527 -2.06693 0.302
H -0.75025 3.31229 -3.30784 -0.166
Cl 2.64470 -2.60998 9.96272 -0.119
Cl 0.22675 -10.21229 1.02585 -0.003
H -2.02749 4.81031 -5.98669 0.062
Cl 1.86000 3.84850 7.67792 -0.093
H 1.79915 0.98883 -3.34015 -0.280
Cl 2.90947 -6.26748 6.00466 -0.040
H -2.00817 1.45630 -5.32276 0.242
Cl -2.50233 -8.18886 -0.97063 -0.113
Cl -0.60311 -2.90755 6.02806 0.062
C 3.08449 -3.10739 -6.63188 0.336
Cl -4.85388 16.43077 -1.25931 -0.107
Cl -3.97933 6.27414 -4.10554 -0.097
C 0.01519 2.45256 -5.93367 -0.205
O -0.87156 3.12645 -6.89703 -0.388
Cl -0.16922 -2.99528 -0.39576 -0.010
Cl -4.75725 12.30452 -3.77795 -0.046
Cl 3.74142 -3.41338 7.39037 -0.088
Cl 0.86382 -2.99844 -3.11573 0.100
Cl 5.01702 -15.34398 3.66204 -0.106
C -0.93670 2.14290 -3.35320 -0.189
H 0.65905 1.66170 -6.55471 0.096
Cl -1.43986 -5.67631 5.71349 -0.048
C 2.48061 -7.46645 7.25086 0.230
Cl -3.09887 8.68278 -2.73125 -0.087
H 0.98579 1.87372 -0.92943 -0.223
C -1.03570 4.55793 -6.60110 -0.250
Cl -0.05311 2.88764 9.64824 -0.103
Cl -4.66631 12.82904 -6.63837 -0.109
Cl -1.81231 1.02103 3.27693 -0.133
Cl 0.45391 1.33961 7.23744 -0.034
Cl 3.77428 -3.65911 -5.08443 -0.079
C 2.03399 6.87942 -0.77118 0.269
```

[2]
The following is a quantum chemistry calculation of C18H12ClI2N4O5Ti as an isolated structure in a non-equilibrium geometry, from the OMol25 dataset.

Expectation value of S²: 2.008
F_max, eV/A: 1.55
2S+1: 3
ΔE to the lowest compared entry with this formula, charge and spin, kcal/mol: 4.6
Net charge: -1
Orbital gap (alpha / beta), eV: 6.5169 / 7.2498

```
43
Properties=species:S:1:pos:R:3:nbo_charge:R:1
C -1.90567 -6.04013 -0.40050 -0.270
H 3.63879 2.27499 3.18581 0.226
C -1.20956 -3.75060 -0.10924 -0.163
C -2.54954 -4.81653 1.58406 -0.258
C 3.76994 3.39139 -0.51868 -0.146
N -1.08346 0.98839 1.44051 -0.663
H -0.71141 -4.93462 -1.80885 0.234
H 1.87109 2.45762 -2.05168 0.151
C -2.55838 -5.97349 0.82183 -0.130
C 1.81568 2.03270 -1.04181 0.439
N -3.16435 2.26418 1.55643 -0.690
C -0.43835 -2.55926 -0.61967 0.808
O 0.90538 1.22615 -0.81655 -0.587
C -1.23022 -4.92015 -0.85924 -0.155
N 2.78790 -3.12772 -0.18406 -0.794
O 1.84088 1.22220 1.69805 -0.700
N -5.44612 1.41730 1.08485 -0.491
H 3.78100 -0.88685 2.09945 0.223
I -3.57626 -7.66351 1.52993 0.108
H -1.83722 -2.79154 1.69300 0.252
H 5.37174 3.86094 2.40865 0.224
I 1.12597 -1.85636 3.20079 -0.414
H 3.03852 -3.97637 0.29129 0.390
O 0.21517 -2.65102 -1.65217 -0.673
C 3.55574 -1.86491 1.70850 -0.461
O 2.32066 -0.93819 -0.06491 -0.740
C 2.72160 2.04703 1.25926 0.436
C 2.78266 2.47714 -0.09515 -0.290
C 2.87881 -1.95186 0.47011 0.597
H 4.01358 -2.73451 2.15486 0.200
Cl 5.91995 4.98869 -0.14026 -0.022
Ti 0.64768 -0.00573 0.71007 1.597
H 2.10935 -3.16903 -0.93725 0.436
H -3.05843 -4.78006 2.53721 0.225
C 4.68535 3.86925 0.36905 -0.106
C -1.87111 -3.70210 1.11117 -0.134
C 3.68596 2.58929 2.15173 -0.226
O -0.54476 -1.50695 0.11819 -0.767
H -1.92469 -6.94991 -0.98475 0.218
C -2.10777 1.55067 1.44986 0.641
C 4.63926 3.46507 1.71704 -0.186
C -4.35906 1.76102 1.28996 0.441
H 3.79116 3.70537 -1.55536 0.221
```

[3]
The following is a quantum chemistry calculation of one molecule with the formula C18H12F3N5S in a non-equilibrium geometry, from the OMol25 dataset.

F_max, eV/A: 3.91
2S+1: 1
SMILES: FC(F)(F)c1ccc(CSc2nnc3ccc(-c4ccccn4)nn23)cc1
Orbital gap, eV: 8.3854

```
39
Properties=species:S:1:pos:R:3:nbo_charge:R:1
H 3.49044 -3.77511 1.20247 0.202
C 0.87314 1.86147 2.34797 -0.160
F 4.34031 2.52814 1.39179 -0.325
H -3.11013 -3.11974 0.19653 0.248
C 1.98296 2.43497 1.72555 -0.163
H 5.16465 -2.05973 0.34731 0.221
N -4.05727 -0.65537 -0.83227 -0.279
C -0.59557 2.92014 0.80155 -0.032
C -2.85720 -1.04108 -0.48423 0.254
N -3.95282 0.64613 -1.24727 -0.240
H -2.14398 4.28622 0.29277 0.239
H 4.38563 0.09536 -0.52841 0.231
H -0.65480 -3.34448 0.72627 0.247
C 2.28559 -0.49893 -0.35446 -0.205
C -1.94547 3.20960 0.27461 -0.536
C 3.65349 -0.68436 -0.21427 -0.175
H 2.59116 3.88051 0.23591 0.228
C -2.69942 1.04434 -1.07914 0.139
H 1.87606 0.44081 -0.75626 0.243
C 1.39730 -1.49986 0.11462 0.113
N -0.61132 -0.16488 -0.45197 -0.232
N 1.87495 -2.62714 0.62774 -0.416
C 4.10663 -1.89128 0.32265 -0.232
C 3.37670 2.22738 2.30679 0.982
S -2.12083 2.70565 -1.48537 0.270
F 3.59110 3.03139 3.37800 -0.319
N -1.95108 -0.01520 -0.59645 -0.194
C 1.76658 3.28148 0.63905 -0.185
C 3.18384 -2.84494 0.74808 0.035
C -2.40272 -2.30826 0.01513 -0.170
H -2.69791 2.77364 0.91774 0.237
C -1.03067 -2.42824 0.26981 -0.239
C -0.44791 2.11398 1.93488 -0.215
H -1.30904 1.65501 2.44263 0.226
C -0.07531 -1.32219 -0.04862 0.264
C 0.49921 3.48861 0.17416 -0.163
H 0.35802 4.14819 -0.65324 0.211
F 3.48467 0.90543 2.71684 -0.333
H 1.01898 1.24024 3.21899 0.225
```

[4]
The following is a quantum chemistry calculation of C18H12F5N2O3Pt as an isolated structure in a non-equilibrium geometry, from the OMol25 dataset.

F_max, eV/A: 2.88
2S+1: 1
Net charge: -1
Orbital gap (alpha / beta), eV: 6.7955 / 6.8366

```
41
Properties=species:S:1:pos:R:3:nbo_charge:R:1
H -1.64080 -3.56448 -0.74922 0.237
C -2.39374 0.32739 4.57581 0.251
C -0.20362 -1.50137 -1.57593 0.538
C 1.09613 1.60830 -2.07863 0.287
H 1.14164 -6.68613 -1.71632 0.200
F 0.27834 2.52207 5.59610 -0.311
F -2.85975 -0.66397 2.50606 -0.320
O -1.42597 2.89609 -0.85607 -0.687
N 0.23063 0.64343 -1.97603 -0.352
H -1.40645 5.31091 -0.75739 0.224
C -0.36143 -5.24429 -1.19566 -0.227
H 1.51850 3.68884 -2.13317 0.200
F -1.92508 1.33825 6.67454 -0.313
C 2.51816 1.25268 -2.41499 -0.659
C 0.86073 -5.63957 -1.71964 -0.222
H 2.55431 0.61818 -3.30026 0.232
H 2.68631 -4.99643 -2.64194 0.202
C 1.73146 -4.68764 -2.23359 -0.232
C 0.16996 -2.94088 -1.67532 -0.028
H -1.04391 -5.98564 -0.79846 0.204
C 1.38887 -3.34568 -2.21516 -0.191
Pt -1.37060 0.86085 -0.59682 1.078
H 2.93393 0.67519 -1.58750 0.239
C -0.89714 0.65668 2.64722 0.254
O -0.52610 0.39245 1.45135 -0.789
F 0.94269 2.10829 3.01393 -0.312
C -0.43481 5.01536 -1.14808 -0.672
O -1.30055 -1.21700 -0.96396 -0.710
C -1.60693 1.13388 5.38005 0.202
F -3.49181 -0.24325 5.09848 -0.311
N 0.62035 -0.65181 -2.12502 -0.437
C -0.38741 3.50540 -1.29741 0.478
H -0.26415 5.50547 -2.10671 0.213
C -0.70318 -3.90098 -1.17021 -0.195
H 0.33864 5.34170 -0.45258 0.223
C -2.05450 0.10735 3.25815 0.266
C -0.48457 1.72642 4.82743 0.261
C -0.15289 1.50654 3.50837 0.235
H 2.05673 -2.59145 -2.60683 0.230
H 3.11734 2.14701 -2.57108 0.205
C 0.75066 2.97184 -1.87351 -0.491
```